1.
Formula: C7H16NO3
Source: the OMol25 dataset
Level of theory: ωB97M-V/def2-TZVPD

Calculated total energy ... -15143.00557 eV
Net charge ... +1
Energy above the lowest of the compared OMol25 structures with the same formula, charge and spin ... 35.9 kJ/mol
Largest force on an atom ... 0.12063 Eh/bohr

Last column: Mulliken charge in e.
Positions of all 27 atoms, in Å:
1 H 0.31 1.69 0.35  0.58
2 H -2.23 -1.96 1.30  0.27
3 C 2.20 0.30 0.02  0.90
4 O -0.04 -0.49 1.47  -0.50
5 H -2.00 2.54 0.58  0.38
6 C -1.13 -1.30 -0.57  -0.15
7 H -0.99 1.63 1.79  0.38
8 H -0.60 -1.85 -1.47  0.31
9 C 3.59 -0.13 -0.20  -1.15
10 H -1.99 1.27 -1.53  0.40
11 H 0.43 -1.31 1.65  0.40
12 H -0.67 -2.83 0.97  0.28
13 H 3.84 -0.95 -0.86  0.34
14 H -0.81 2.69 -1.44  0.37
15 C -0.15 -0.30 0.08  0.47
16 H -2.11 -3.13 -0.03  0.47
17 H -0.27 1.15 -2.13  0.37
18 H 4.24 0.59 -0.72  0.36
19 C -1.56 -2.34 0.44  -1.23
20 O 1.35 -0.62 -0.42  -0.42
21 H -2.02 -0.68 -0.70  0.13
22 O 1.92 1.37 0.47  -0.62
23 H -2.24 0.74 0.74  0.44
24 C -0.96 1.58 -1.42  -0.89
25 C -1.65 1.52 0.92  -0.91
26 N -0.51 1.16 -0.07  -0.29
27 H 4.05 -0.34 0.78  0.29

---

2.
Formula: C7H16NO4PPtS2
Source: the OMol25 dataset
Level of theory: ωB97M-V/def2-TZVPD

Expectation value of S² ... 0.759
Calculated total energy ... -51407.43935 eV
Net charge ... -1
Energy above the lowest of the compared OMol25 structures with the same formula, charge and spin ... 151.2 kJ/mol
Spin multiplicity ... 2
Largest force on an atom ... 0.04417 Eh/bohr

Last column: Mulliken charge in e.
Positions of all 32 atoms, in Å:
1 O -3.26 -2.59 -1.46  -0.18
2 O 0.11 1.78 -0.24  -0.64
3 H -2.91 -6.28 1.09  0.39
4 C -2.87 -4.18 1.53  -0.23
5 H -4.27 -5.39 0.40  0.25
6 C -3.21 -5.35 0.62  -0.93
7 H 2.88 1.65 -1.37  0.33
8 C 3.05 1.38 -0.32  -0.50
9 C -2.91 -2.19 -2.76  -0.35
10 H -2.67 -5.24 -0.33  0.21
11 H 2.85 -0.36 0.77  0.30
12 H 2.09 1.91 1.55  0.30
13 O 0.79 3.87 -0.52  -0.72
14 S 0.71 -2.06 1.59  -0.51
15 S -2.43 -0.32 0.14  -0.42
16 H -3.48 -1.29 -3.03  0.26
17 H 4.13 1.44 -0.14  0.31
18 Pt 0.01 -0.29 0.50  0.65
19 H 2.85 -0.61 -0.86  0.14
20 H -3.51 -4.20 2.43  0.29
21 H -2.81 -4.25 -3.36  0.27
22 C 2.29 2.36 0.57  -0.60
23 H -1.82 -4.24 1.85  0.22
24 C 0.94 2.72 -0.12  0.57
25 H -4.31 -3.45 -3.82  0.28
26 H -1.85 -1.94 -2.81  0.38
27 O -3.12 -2.93 0.94  -0.13
28 H 2.87 3.28 0.70  0.28
29 P -2.15 -2.34 -0.24  0.02
30 C -3.23 -3.32 -3.73  -1.14
31 H -2.81 -3.11 -4.71  0.36
32 N 2.54 0.02 -0.13  -0.47

---

3.
Formula: C7H16O
Source: the OMol25 dataset
Level of theory: ωB97M-V/def2-TZVPD

Calculated total energy ... -9565.07144 eV
Energy above the lowest of the compared OMol25 structures with the same formula, charge and spin ... 115.7 kJ/mol
Largest force on an atom ... 0.05971 Eh/bohr

Last column: Mulliken charge in e.
Positions of all 24 atoms, in Å:
1 H -2.39 -1.03 -1.27  0.32
2 C 0.15 -0.28 1.53  0.09
3 H -1.46 1.49 -0.26  0.37
4 H -1.23 3.39 -1.69  0.38
5 H -0.86 2.11 -2.75  0.35
6 H 2.58 -1.43 -0.30  0.32
7 C 1.54 -1.61 -0.06  -1.74
8 C -0.53 2.56 -1.82  -1.45
9 C 0.14 -1.28 2.67  -1.30
10 C 0.47 0.51 -0.82  -0.67
11 H -0.91 -1.43 2.93  0.32
12 H 0.10 2.25 0.21  0.29
13 H 1.51 0.88 -0.99  0.40
14 C -0.43 1.69 -0.56  -0.35
15 H 0.66 -2.20 2.40  0.32
16 H 1.14 -2.18 -0.93  0.35
17 H 0.69 -0.83 3.50  0.35
18 C 0.71 -0.46 0.33  0.58
19 H -1.58 -1.42 -0.05  0.36
20 H -0.43 0.61 1.75  0.25
21 H 1.53 -2.51 0.58  0.33
22 H 0.48 -0.15 -1.70  0.45
23 H 0.43 3.02 -2.09  0.33
24 O -2.31 -1.71 -0.63  -0.67

---

4.
Formula: C7H16O
Source: the OMol25 dataset
Level of theory: ωB97M-V/def2-TZVPD

Calculated total energy ... -9565.82628 eV
Energy above the lowest of the compared OMol25 structures with the same formula, charge and spin ... 42.9 kJ/mol
Largest force on an atom ... 0.01138 Eh/bohr

Last column: Mulliken charge in e.
Positions of all 24 atoms, in Å:
1 H 1.29 -1.93 -0.08  0.37
2 H 1.80 1.68 -1.33  0.30
3 C 0.13 0.86 -0.25  -0.02
4 H 2.76 -0.46 -0.62  0.26
5 C -1.71 -0.57 0.88  -0.97
6 H 1.71 2.24 0.32  0.31
7 C 0.24 -1.70 -0.26  -1.57
8 C 2.70 0.37 0.08  -1.28
9 H 2.56 -0.01 1.10  0.30
10 H -2.68 0.56 -0.71  0.22
11 O -0.62 1.94 0.33  -0.61
12 H -0.32 -2.58 0.05  0.41
13 H 3.67 0.89 0.06  0.42
14 H -0.52 2.71 -0.25  0.34
15 C -0.20 -0.45 0.51  0.66
16 H 0.32 -0.44 1.48  0.31
17 H -3.69 -0.68 0.03  0.39
18 C -2.67 -0.46 -0.30  -1.13
19 H 0.11 -1.57 -1.34  0.35
20 C 1.60 1.34 -0.30  -0.46
21 H -1.87 -1.53 1.37  0.50
22 H -2.41 -1.15 -1.10  0.28
23 H -1.97 0.19 1.62  0.32
24 H -0.23 0.76 -1.28  0.27

---

5.
Formula: C7H16O
Source: the OMol25 dataset
Level of theory: ωB97M-V/def2-TZVPD

Calculated total energy ... -9565.46276 eV
Energy above the lowest of the compared OMol25 structures with the same formula, charge and spin ... 77.9 kJ/mol
Largest force on an atom ... 0.00935 Eh/bohr

Last column: Mulliken charge in e.
Positions of all 24 atoms, in Å:
1 C -0.69 -0.37 2.59  -0.93
2 C -1.45 -1.12 1.80  0.85
3 H -2.39 0.54 0.84  0.33
4 H 0.63 -1.82 0.12  0.29
5 H -0.72 0.70 2.55  0.30
6 C 1.05 -1.29 -0.73  -1.32
7 H 2.60 0.77 -1.61  0.32
8 H 0.33 2.83 -1.54  0.30
9 C -2.41 -0.55 0.80  -1.42
10 H -3.43 -0.90 0.96  0.44
11 C 0.78 0.21 -0.64  -0.01
12 H 1.21 0.74 -2.69  0.34
13 H 1.12 0.59 0.33  0.25
14 C 1.54 1.03 -1.69  -0.43
15 O -1.38 -2.48 1.85  -0.52
16 H 0.00 -0.85 3.28  0.27
17 C 1.38 2.53 -1.49  -1.25
18 H 0.62 -1.69 -1.65  0.30
19 H 1.74 2.81 -0.49  0.31
20 H 1.94 3.08 -2.24  0.37
21 H -2.14 -2.84 1.38  0.32
22 H 2.12 -1.47 -0.77  0.41
23 H -2.14 -0.84 -0.21  0.37
24 H -0.29 0.39 -0.72  0.11

---

6.
Formula: C7H16O
Source: the OMol25 dataset
Level of theory: ωB97M-V/def2-TZVPD

Calculated total energy ... -9565.14569 eV
Energy above the lowest of the compared OMol25 structures with the same formula, charge and spin ... 108.5 kJ/mol
Largest force on an atom ... 0.02657 Eh/bohr

Last column: Mulliken charge in e.
Positions of all 24 atoms, in Å:
1 H -2.25 0.87 -0.14  0.35
2 H -0.72 0.67 -2.10  0.35
3 H 1.64 -1.74 0.44  0.31
4 H 0.60 1.35 0.85  0.21
5 H -1.42 -0.79 -1.64  0.45
6 H -0.14 3.83 -0.13  0.36
7 H -1.22 -0.14 0.80  0.30
8 H -0.88 -2.95 -0.71  0.21
9 C -0.70 -0.08 -1.30  -0.76
10 C 0.70 -0.64 -1.18  -0.58
11 C 0.81 -1.82 -0.25  -0.15
12 H 1.61 -0.79 3.02  0.31
13 H 1.44 0.12 -0.88  0.28
14 C 0.04 -2.89 -0.13  -0.77
15 H 0.18 -3.67 0.60  0.28
16 H -0.85 2.24 1.30  0.41
17 H -0.87 2.83 -1.34  0.28
18 H 0.82 -2.08 2.85  0.30
19 C -1.20 0.59 -0.02  -0.66
20 H 1.15 -0.94 -2.13  0.39
21 O 0.82 -1.25 3.32  -0.63
22 H 0.85 2.69 -1.12  0.30
23 C -0.08 2.85 -0.59  -1.21
24 C -0.33 1.76 0.47  -0.34

---

7.
Formula: C7H16O2
Source: the OMol25 dataset
Level of theory: ωB97M-V/def2-TZVPD

Calculated total energy ... -11609.78057 eV
Energy above the lowest of the compared OMol25 structures with the same formula, charge and spin ... 431.3 kJ/mol
Largest force on an atom ... 0.08717 Eh/bohr

Last column: Mulliken charge in e.
Positions of all 25 atoms, in Å:
1 C -0.66 1.72 -0.28  -0.79
2 C -1.00 0.41 0.31  0.51
3 H 1.46 -1.48 1.99  0.33
4 H -0.86 -2.30 0.06  0.09
5 H -2.05 0.35 0.50  0.38
6 H 1.65 1.72 0.09  0.29
7 C 0.42 1.02 2.37  -1.05
8 C 0.82 1.92 -0.59  -0.40
9 H -1.63 -2.69 -1.42  0.36
10 H 0.86 -2.94 0.41  0.29
11 C 0.02 -2.29 0.62  -0.95
12 C 0.79 -1.10 1.10  -0.31
13 H -1.53 -1.38 -2.19  0.29
14 H 1.65 -0.86 0.33  0.26
15 H -0.24 1.83 2.40  0.31
16 O 1.36 1.10 -1.73  -0.53
17 H 1.18 1.08 3.08  0.37
18 H -0.57 -2.56 1.54  0.30
19 H -1.44 1.83 -1.19  0.31
20 H -0.81 2.52 0.40  0.35
21 C 0.05 0.17 1.39  0.18
22 H 0.81 2.91 -1.10  0.33
23 O -1.44 -2.27 -2.26  -0.60
24 H 0.62 0.65 -2.21  0.29
25 H -0.97 -0.44 -0.32  -0.62

---

8.
Formula: C7H16O2P2
Source: the OMol25 dataset
Level of theory: ωB97M-V/def2-TZVPD

Calculated total energy ... -30188.37911 eV
Energy above the lowest of the compared OMol25 structures with the same formula, charge and spin ... 0.0 kJ/mol
Largest force on an atom ... 0.08038 Eh/bohr

Last column: Mulliken charge in e.
Positions of all 27 atoms, in Å:
1 C 0.74 -1.10 -0.78  -1.01
2 H 0.71 1.55 0.12  0.12
3 C 1.78 -0.30 -0.06  0.70
4 H 2.78 -0.58 -0.52  0.24
5 C 1.96 -0.77 1.38  -1.88
6 O -1.09 -1.52 0.89  -0.60
7 P -3.46 -1.63 -0.52  0.02
8 H -4.20 -1.63 0.56  0.00
9 H -4.45 -1.03 -1.38  0.05
10 C -2.73 0.08 -0.27  -0.15
11 H 2.13 1.59 -2.27  0.35
12 H 2.82 -0.36 1.82  0.60
13 H 2.11 -1.85 1.49  0.33
14 P -2.39 0.59 1.55  -0.03
15 C 2.46 1.87 -1.28  -1.52
16 C 1.80 1.23 -0.09  -0.13
17 H 1.22 -0.29 2.01  0.34
18 H 3.51 1.72 -1.42  0.40
19 H -3.11 -0.50 2.03  0.00
20 H 0.53 -0.84 -1.76  0.33
21 H 0.98 -2.20 -0.80  0.41
22 C -0.62 -0.92 -0.08  0.58
23 O -1.23 -0.02 -0.78  -0.33
24 H -3.53 1.38 1.71  0.06
25 H -3.29 0.91 -0.86  0.44
26 H 2.35 1.67 0.82  0.27
27 H 2.24 2.94 -1.50  0.38

---

9.
Formula: C7H16O3
Source: the OMol25 dataset
Level of theory: ωB97M-V/def2-TZVPD

Calculated total energy ... -13659.99160 eV
Energy above the lowest of the compared OMol25 structures with the same formula, charge and spin ... 124.9 kJ/mol
Largest force on an atom ... 0.01789 Eh/bohr

Last column: Mulliken charge in e.
Positions of all 26 atoms, in Å:
1 O -2.40 -2.07 -1.83  -0.38
2 C 3.02 1.40 1.80  -1.18
3 H -1.06 1.60 2.84  0.29
4 H -0.80 -2.59 -4.49  0.34
5 H -0.26 2.28 4.29  0.30
6 H -1.97 -4.03 -1.39  0.23
7 C -0.46 2.45 3.22  -1.17
8 H -1.06 3.37 3.12  0.34
9 H -2.42 -3.71 -3.09  0.34
10 H 1.92 1.11 3.64  0.29
11 H 1.12 0.43 2.19  0.28
12 H 3.61 2.25 2.18  0.30
13 C 0.85 2.56 2.45  -0.34
14 C -1.86 -3.31 -2.23  -0.19
15 O -0.49 -3.21 -2.54  -0.38
16 H 0.76 -2.14 -3.75  0.23
17 C -0.32 -2.25 -3.56  -0.19
18 O -0.83 -0.99 -3.17  -0.38
19 H -2.57 -0.15 -2.50  0.23
20 H 3.61 0.48 1.90  0.34
21 H -2.78 -1.41 -3.75  0.34
22 C 1.70 1.30 2.57  -0.33
23 C -2.19 -1.13 -2.85  -0.19
24 H 2.82 1.58 0.73  0.29
25 H 0.64 2.74 1.38  0.29
26 H 1.43 3.42 2.84  0.29

---

10.
Formula: C7H17BO2
Source: the OMol25 dataset
Level of theory: ωB97M-V/def2-TZVPD

Expectation value of S² ... 2.004
Calculated total energy ... -12301.39262 eV
Spin multiplicity ... 3
Largest force on an atom ... 0.05966 Eh/bohr

Last column: Mulliken charge in e.
Positions of all 27 atoms, in Å:
1 C 2.67 1.37 -0.32  -1.09
2 H 3.32 2.14 0.11  0.42
3 C -3.61 0.21 0.08  -1.34
4 C 1.87 -1.81 0.93  -1.04
5 H 1.45 1.09 1.45  0.35
6 H 2.08 -1.14 1.75  0.30
7 C -2.25 -0.30 -0.38  -0.06
8 C -1.16 0.43 0.38  -1.27
9 H -1.37 1.50 0.39  0.39
10 H 0.86 2.32 0.33  0.48
11 H 3.17 0.41 -0.24  0.19
12 H -2.18 -1.37 -0.21  0.24
13 H -3.72 1.27 -0.15  0.34
14 H 2.53 1.58 -1.38  0.27
15 O 0.16 -2.09 -0.94  -0.65
16 H 2.82 -2.00 0.43  0.30
17 C 1.32 1.33 0.39  -0.95
18 H -1.09 0.08 1.41  0.44
19 C 0.41 0.30 -0.27  0.49
20 H -3.72 0.09 1.16  0.34
21 H -4.42 -0.33 -0.40  0.39
22 H -0.06 1.50 -1.74  0.43
23 B 0.81 -1.26 -0.13  0.44
24 H 1.55 -2.77 1.35  0.33
25 O 0.29 0.60 -1.66  -0.38
26 H 0.37 -3.02 -0.89  0.31
27 H -2.13 -0.12 -1.45  0.33

---

11.
Formula: C7H17BeClFINNbO5P
Source: the OMol25 dataset
Level of theory: ωB97M-V/def2-TZVPD

Calculated total energy ... -53823.85736 eV
Net charge ... +1
Largest force on an atom ... 0.14444 Eh/bohr

Last column: Mulliken charge in e.
Positions of all 36 atoms, in Å:
1 H 1.83 1.75 2.60  0.39
2 C 1.93 -0.86 -3.89  0.25
3 C 0.66 1.54 2.53  0.42
4 H 1.47 -1.87 -4.28  0.41
5 H -3.61 -0.27 -0.48  0.26
6 C 0.63 -3.53 1.15  -0.54
7 O -0.56 -2.66 1.18  -0.26
8 O 3.29 -0.79 -3.81  -0.57
9 H -0.81 -0.67 -3.36  0.30
10 H 1.53 -3.15 1.79  0.31
11 C 0.20 -0.90 -1.32  -0.52
12 C -0.04 -0.04 -2.70  -0.12
13 O -2.98 0.99 1.68  -0.45
14 O 1.19 0.32 -3.43  -0.18
15 H -1.91 2.68 -1.38  0.36
16 H 1.10 -1.64 -1.35  0.43
17 Nb 0.39 0.34 0.58  -0.48
18 I 1.50 2.59 -0.78  -0.03
19 H 0.25 -4.61 1.50  0.26
20 N -2.77 0.19 -0.90  -0.60
21 Cl 2.73 -0.64 0.84  -0.28
22 C -0.32 -1.41 1.93  -0.38
23 H 0.04 3.46 3.61  0.33
24 F 0.25 0.80 3.75  -0.30
25 H -0.64 0.95 -2.40  -0.08
26 H 0.44 -1.59 2.85  0.45
27 H -1.32 -1.02 2.45  0.35
28 O -2.08 2.77 -0.39  -0.48
29 C -0.15 2.97 2.54  -0.92
30 H 0.23 3.76 1.76  0.25
31 H -0.77 -1.58 -1.18  0.44
32 H 0.90 -3.67 0.00  0.19
33 P -2.01 1.12 0.24  0.81
34 Be 4.39 0.03 -5.51  0.37
35 H -3.65 1.76 1.73  0.36
36 H -1.32 2.87 2.44  0.22

---

12.
Formula: C7H17ClNOP
Source: the OMol25 dataset
Level of theory: ωB97M-V/def2-TZVPD

Calculated total energy ... -32882.80286 eV
Largest force on an atom ... 0.08962 Eh/bohr

Last column: Mulliken charge in e.
Positions of all 28 atoms, in Å:
1 H 4.67 0.14 1.42  0.45
2 N 2.36 -0.10 0.72  -0.26
3 C -2.04 0.11 -0.56  -0.63
4 C 3.01 1.25 -1.19  -1.33
5 H -4.87 0.66 -1.39  0.30
6 P 1.72 -1.64 0.85  0.18
7 H 1.77 0.55 1.18  0.26
8 C -3.34 -0.69 -0.26  0.55
9 H -2.18 0.44 -1.56  0.41
10 Cl -0.62 -0.82 -0.19  -0.09
11 H -3.59 -1.51 -0.96  0.19
12 H -4.43 1.13 0.24  0.41
13 C 4.65 0.74 0.59  -1.42
14 H -4.18 -1.54 1.39  0.51
15 H -2.64 -2.21 1.20  0.40
16 H 2.56 2.09 -0.55  0.32
17 H 4.44 1.78 0.83  0.31
18 C -4.64 0.27 -0.32  -1.41
19 H 5.60 0.93 0.00  0.32
20 H -2.87 -0.70 1.96  0.30
21 O 2.34 -2.38 -0.24  -0.51
22 H 3.76 -0.74 -0.67  0.31
23 H 2.12 0.84 -1.72  0.27
24 H -2.20 1.04 0.05  0.30
25 H 3.81 1.66 -1.76  0.39
26 H -5.50 -0.25 0.08  0.38
27 C 3.52 0.30 -0.22  0.68
28 C -3.24 -1.33 1.09  -1.57